(1)
C12H22F8InN2O14S6 as an isolated structure. Source: the Open Molecules 2025 dataset; level of theory: ωB97M-V/def2-TZVPD.

Computed properties:
- Strongest force on any atom: 0.211 hartree/bohr
- E_LUMO: -10.232 eV
- E_HOMO: -13.23 eV
- Electronic energy: -5010.79621 Ha
- Kohn-Sham gap: 3.00 eV

The geometry in ORCA input format:
```
! RIJCOSX wB97M-V def2-TZVPD def2/J DEFGRID3
* xyz 1 1
In -1.208 1.685 0.163
C -1.909 -2.117 2.847
F -2.142 -3.336 3.219
F -2.699 -1.323 3.672
F -0.699 -1.726 3.200
S -2.194 -1.883 0.946
O -0.920 -1.514 0.359
O -2.755 -3.161 0.472
N -3.120 -0.318 0.898
S -4.593 -0.884 0.800
O -5.102 -1.143 -0.543
O -4.828 -1.917 1.815
C -5.667 0.558 1.384
F -5.480 0.754 2.740
F -5.241 1.680 0.750
F -6.973 0.233 1.087
N 1.050 3.489 0.722
S 2.260 4.043 -0.008
O 3.591 3.620 0.534
O 2.214 5.325 -0.625
F 2.134 3.012 -1.216
S 1.545 4.431 2.073
O 1.759 5.841 1.962
O 2.197 3.663 3.078
F -0.015 4.402 2.616
C 2.806 -2.512 -2.466
C 3.304 -1.528 -3.548
C 2.655 -0.093 -3.215
S 0.939 -0.569 -2.980
O 0.320 -0.604 -4.291
O 0.380 0.224 -1.882
C 1.235 -2.295 -2.418
H 3.172 -2.374 -1.449
H 3.113 -3.503 -2.800
H 2.937 -1.783 -4.542
H 4.393 -1.523 -3.492
H 2.760 0.839 -3.771
H 3.014 0.154 -2.216
H 0.835 -2.896 -3.234
H 0.668 -2.600 -1.539
C 2.792 -0.763 3.701
C 3.044 -2.058 2.909
C 2.390 -1.887 1.523
S 2.708 -0.148 1.050
O 1.426 0.411 0.678
O 3.794 -0.189 0.086
C 3.278 0.369 2.786
H 3.283 -0.622 4.664
H 1.759 -0.717 4.045
H 2.744 -2.989 3.390
H 4.114 -2.063 2.702
H 1.320 -2.045 1.663
H 2.754 -2.591 0.775
H 2.817 1.338 2.975
H 4.363 0.470 2.764
C -3.280 0.617 -2.964
C -4.324 1.504 -2.294
O -3.707 2.559 -1.531
O -2.370 0.050 -2.015
H -2.810 1.082 -3.831
H -3.836 -0.214 -3.397
H -5.038 0.974 -1.662
H -4.904 1.887 -3.133
H -4.073 3.439 -1.647
H -1.982 -0.765 -2.339
*
```



(2)
C54H65KN6O5S2Sb2 as an isolated structure. Source: the Open Molecules 2025 dataset; level of theory: ωB97M-V/def2-TZVPD.

Computed properties:
- Strongest force on any atom: 0.033 hartree/bohr
- E_LUMO: 3.656 eV
- Relative energy (zero: lowest compared OMol25 entry of this formula, charge and spin): 0.783 eV
- E_HOMO: -2.00 eV
- Electronic energy: -4678.35632 Ha
- Kohn-Sham gap: 5.66 eV

The geometry in ORCA input format:
```
! RIJCOSX wB97M-V def2-TZVPD def2/J DEFGRID3
* xyz -2 1
K -0.297 -0.597 0.352
C 0.224 -5.412 -1.186
C 1.528 -5.720 -0.786
C 2.420 -4.681 -0.568
C 2.004 -3.350 -0.764
C 0.683 -2.974 -1.085
C -0.172 -4.084 -1.283
C 3.035 -2.273 -0.663
C 4.412 -2.585 -0.926
C 5.365 -1.623 -0.850
C 4.985 -0.289 -0.567
C 5.895 0.794 -0.522
C 5.446 2.069 -0.319
C 4.061 2.313 -0.163
C 3.167 1.281 -0.178
C 3.608 -0.053 -0.368
N 2.672 -1.044 -0.367
H -0.475 -6.218 -1.394
H 1.838 -6.749 -0.642
H 3.417 -4.916 -0.205
H -1.224 -3.904 -1.512
H 4.673 -3.598 -1.200
H 6.409 -1.853 -1.038
H 6.952 0.594 -0.670
H 6.145 2.896 -0.295
H 3.694 3.327 -0.055
H 2.103 1.478 -0.108
O -0.354 -2.505 6.089
C -0.667 -3.647 5.469
O -1.090 -4.596 6.085
C -0.437 -3.644 4.003
C 0.235 -4.607 3.284
N 0.280 -4.181 2.010
N -0.316 -2.996 1.849
C -0.767 -2.657 3.045
C -1.563 -1.365 3.139
O -2.670 -1.416 3.692
O -1.023 -0.384 2.560
H 0.171 -1.921 5.487
H 0.687 -5.532 3.598
H 0.705 -4.622 1.203
C -3.635 1.982 1.641
C -2.965 3.287 1.321
C -3.407 4.485 1.942
C -2.793 5.657 1.627
C -1.725 5.671 0.700
C -1.079 6.876 0.330
C -0.056 6.818 -0.576
C 0.358 5.590 -1.120
C -0.226 4.373 -0.791
S 0.358 2.885 -1.474
C -1.329 4.430 0.146
N -1.971 3.273 0.470
H -4.571 2.133 2.181
H -2.986 1.342 2.242
H -3.844 1.434 0.722
H -4.224 4.449 2.652
H -3.110 6.593 2.076
H -1.407 7.813 0.765
H 0.450 7.729 -0.881
H 1.180 5.569 -1.826
C -4.395 1.731 -1.695
Sb -2.489 0.773 -2.100
C -2.240 1.866 -3.938
C -3.340 -0.971 -3.195
C -4.799 -1.168 -2.988
C -5.707 -0.441 -3.763
C -7.074 -0.498 -3.548
C -7.570 -1.306 -2.533
C -6.686 -2.062 -1.779
C -5.307 -2.027 -1.993
C -4.424 -2.917 -1.179
Sb -3.412 -2.044 0.577
C -3.416 -3.968 1.526
C -5.269 -1.402 1.442
H -4.915 1.962 -2.625
H -4.196 2.652 -1.146
H -5.034 1.084 -1.091
H -3.212 1.971 -4.424
H -1.559 1.311 -4.582
H -1.811 2.844 -3.720
H -2.733 -1.816 -2.879
H -3.107 -0.760 -4.238
H -5.313 0.200 -4.544
H -7.745 0.090 -4.162
H -8.635 -1.355 -2.335
H -7.069 -2.715 -1.002
H -3.631 -3.357 -1.785
H -5.017 -3.733 -0.761
H -4.395 -4.430 1.390
H -3.208 -3.838 2.587
H -2.642 -4.593 1.079
H -5.959 -2.247 1.492
H -5.711 -0.610 0.838
H -5.056 -1.034 2.445
C 0.717 3.192 5.298
C 1.465 1.888 5.033
C 1.170 1.383 3.632
S 1.721 -0.312 3.317
O 1.588 -1.068 4.623
C 3.490 0.019 3.188
C 4.245 -1.288 2.991
C 5.753 -1.065 2.966
H 0.915 3.562 6.306
H -0.359 3.042 5.197
H 1.008 3.970 4.589
H 1.163 1.124 5.751
H 2.539 2.043 5.173
H 1.629 1.999 2.853
H 0.096 1.344 3.443
H 3.819 0.547 4.086
H 3.611 0.669 2.318
H 3.924 -1.745 2.050
H 3.973 -1.979 3.791
H 6.037 -0.414 2.136
H 6.288 -2.009 2.850
H 6.094 -0.596 3.892
N -0.053 -0.662 -3.496
C 0.955 -0.170 -3.772
N 2.110 0.414 -4.078
C 2.105 1.762 -4.641
C 3.358 2.492 -4.192
C 4.610 1.690 -4.545
C 4.533 0.287 -3.948
C 3.261 -0.422 -4.393
H 1.214 2.279 -4.292
H 2.076 1.695 -5.742
H 3.292 2.640 -3.112
H 3.381 3.480 -4.657
H 5.507 2.203 -4.187
H 4.697 1.613 -5.638
H 4.525 0.358 -2.859
H 5.401 -0.312 -4.238
H 3.140 -1.377 -3.882
H 3.297 -0.615 -5.477
*
```



(3)
One molecule with the formula C3H6N2O. Source: the Open Molecules 2025 dataset; level of theory: ωB97M-V/def2-TZVPD.

Computed properties:
- Strongest force on any atom: 0.006 hartree/bohr
- E_LUMO: 0.967 eV
- Relative energy (zero: lowest compared OMol25 entry of this formula, charge and spin): 1.269 eV
- E_HOMO: -9.72 eV
- Electronic energy: -302.64648 Ha
- Kohn-Sham gap: 10.68 eV

The geometry in ORCA input format:
```
! RIJCOSX wB97M-V def2-TZVPD def2/J DEFGRID3
* xyz 0 1
N 1.727 0.101 -0.458
C 0.932 0.751 0.441
O 1.342 1.631 1.176
C -0.519 0.348 0.457
C -1.212 -0.299 -0.683
N -0.794 -1.091 0.463
H 2.721 0.241 -0.344
H 1.430 -0.799 -0.803
H -1.106 0.997 1.102
H -0.675 -0.506 -1.606
H -2.268 -0.076 -0.820
H -1.578 -1.298 1.075
*
```



(4)
A 2-piece molecular cluster, C4H6N2O overall. Source: the Open Molecules 2025 dataset; level of theory: ωB97M-V/def2-TZVPD.

Computed properties:
- Strongest force on any atom: 0.136 hartree/bohr
- E_LUMO: 0.854 eV
- Relative energy (zero: lowest compared OMol25 entry of this formula, charge and spin): 4.100 eV
- E_HOMO: -7.49 eV
- Electronic energy: -340.64425 Ha
- Kohn-Sham gap: 8.34 eV

The geometry in ORCA input format:
```
! RIJCOSX wB97M-V def2-TZVPD def2/J DEFGRID3
* xyz 0 1
N 1.141 -0.370 1.515
C 0.331 -1.019 0.881
C -0.547 -1.636 0.163
N -1.757 -1.056 -0.164
H 1.255 -0.457 2.512
H -0.294 -2.525 -0.451
H -2.516 -1.776 -0.343
H -2.074 -0.300 0.397
C 1.286 1.530 -1.246
C 0.279 2.013 -0.559
O -0.487 2.386 0.238
H 2.121 2.301 -0.934
H 1.263 0.908 -2.008
*
```



- Among the records above, which one has the highest Kohn-Sham gap?
  C3H6N2O